Computed, not measured: a molecular structure, C6H12F3O6PS2 at a distorted geometry, with ωB97M-V/def2-TZVPD.

Positions of all 30 atoms, in Å:
C: 2.30 -0.63 0.83
C: 2.76 0.41 -0.20
C: 3.33 1.63 0.53
C: 1.67 0.82 -1.24
C: 0.24 0.51 -0.90
O: -0.03 -0.91 -1.18
P: -1.33 -1.65 -0.73
O: -1.67 -2.78 -1.59
O: -1.16 -1.97 0.80
S: -0.33 -3.39 1.21
O: -2.59 -0.58 -0.75
S: -2.84 0.65 0.23
O: -2.22 0.49 1.49
O: -2.68 1.88 -0.48
C: -4.66 0.45 0.46
F: -5.26 0.48 -0.71
F: -5.05 1.49 1.16
F: -4.96 -0.65 1.09
H: 2.23 -1.63 0.42
H: 1.37 -0.37 1.32
H: 3.06 -0.68 1.62
H: 3.57 -0.07 -0.77
H: 3.37 2.50 -0.12
H: 4.34 1.42 0.88
H: 2.73 1.86 1.41
H: 1.72 1.90 -1.38
H: 1.92 0.38 -2.21
H: 0.02 0.73 0.14
H: -0.43 1.10 -1.52
H: 0.57 -3.38 0.21

* Kohn-Sham gap: 9.91 eV
* strongest force on any atom: 1.87 eV Å⁻¹
* HOMO: -0.3645 hartree
* electronic energy: -2124.64724 Ha
* lowest unoccupied orbital energy: -0.00011 hartree

Mulliken population analysis, charges in e, atoms 1 to 8: -1.293, 0.765, -1.579, -1.106, -0.520, -0.095, 0.794, -0.706



Computed, not measured: a single C4H9NO2 molecule, with ωB97M-V/def2-TZVPD.

Positions of all 16 atoms, in Å:
C: -2.52 0.69 0.85
C: -1.58 -0.40 0.36
N: -0.40 0.17 -0.24
C: 0.81 -0.43 -0.18
O: 1.14 -1.32 0.58
O: 1.63 0.13 -1.11
C: 3.02 -0.11 -0.92
H: -2.75 1.40 0.04
H: -3.46 0.26 1.20
H: -2.06 1.26 1.67
H: -1.25 -1.04 1.18
H: -2.10 -1.05 -0.36
H: -0.51 0.85 -0.98
H: 3.49 0.14 -1.87
H: 3.39 0.55 -0.13
H: 3.20 -1.15 -0.65

* ΔE to the lowest compared entry with this formula, charge and spin: 11.2 kcal per mole
* Kohn-Sham gap: 10.66 eV
* strongest force on any atom: 0.44 eV Å⁻¹
* HOMO: -0.3584 hartree
* electronic energy: -363.06775 Ha
* lowest unoccupied orbital energy: 0.03342 hartree
* SMILES: CCNC(=O)OC

Mulliken population analysis, charges in e, atoms 1 to 8: -1.125, -0.297, -0.141, 0.620, -0.620, -0.368, -0.634, 0.305



Computed, not measured: 21 unconnected molecules or ions with the total composition H42O21 at a distorted geometry, with ωB97M-V/def2-TZVPD.

Positions of all 63 atoms, in Å:
O: 0.95 0.97 -3.52
H: 1.03 1.89 -3.26
H: 0.34 0.55 -2.98
O: 3.58 -0.09 -2.08
H: 2.94 0.41 -2.60
H: 3.72 -1.01 -2.27
O: -1.14 -0.53 4.46
H: -1.32 -0.07 3.63
H: -2.12 -0.82 4.61
O: 4.89 -0.62 2.57
H: 4.94 -0.31 1.60
H: 4.04 -0.59 3.06
O: -0.34 3.66 1.27
H: 0.02 2.78 1.73
H: -0.69 4.13 2.01
O: -1.25 0.58 -3.92
H: -1.39 -0.36 -3.75
H: -1.98 0.87 -4.60
O: -0.04 0.52 1.40
H: 0.70 0.04 1.68
H: 0.25 0.88 0.65
O: 1.16 4.50 -1.15
H: 0.93 5.07 -0.27
H: 0.32 4.40 -1.54
O: 1.20 -0.01 4.48
H: 0.69 0.84 4.36
H: 0.76 -0.55 5.13
O: 1.34 -2.33 -3.68
H: 0.78 -2.40 -4.27
H: 1.14 -2.08 -2.82
O: -4.60 -0.21 2.63
H: -4.81 0.57 2.22
H: -4.98 -0.88 2.30
O: 1.75 -1.02 2.16
H: 1.50 -1.15 3.15
H: 2.22 -1.58 1.70
O: -1.43 -1.84 0.71
H: -1.20 -0.90 0.70
H: -2.37 -2.00 0.31
O: -1.92 4.32 -1.23
H: -1.50 3.68 -0.72
H: -2.52 4.79 -0.60
O: -4.21 -0.41 -0.46
H: -4.65 -0.65 -1.23
H: -4.75 -0.09 0.30
O: -2.68 -1.71 -1.97
H: -2.23 -1.84 -1.11
H: -1.99 -1.02 -2.28
O: 0.74 -2.42 -0.84
H: 0.41 -3.02 -1.58
H: 0.00 -2.53 -0.25
O: -1.17 -3.39 2.95
H: -2.10 -3.69 2.88
H: -0.84 -2.78 2.29
O: 4.22 2.21 0.46
H: 3.44 2.76 0.17
H: 4.52 2.32 1.48
O: -1.15 -3.15 -3.27
H: -1.94 -2.77 -3.20
H: -1.32 -4.10 -3.26
O: 0.96 0.84 -1.09
H: 1.74 0.37 -1.36
H: 1.35 1.73 -1.01

* ΔE to the lowest compared entry with this formula, charge and spin: 285.2 kcal per mole
* Kohn-Sham gap: 9.54 eV
* strongest force on any atom: 11.90 eV Å⁻¹
* HOMO: -0.3641 hartree
* electronic energy: -1604.96961 Ha
* lowest unoccupied orbital energy: -0.01365 hartree

Mulliken population analysis, charges in e, atoms 1 to 8: -0.616, 0.313, 0.408, -0.626, 0.389, 0.274, -0.578, 0.276



Computed, not measured: 2 unconnected molecules or ions with the total composition CH7ISi2 at a distorted geometry, with ωB97M-V/def2-TZVPD.

Positions of all 11 atoms, in Å:
C: -0.60 -0.15 -0.76
Si: -2.10 0.03 0.62
Si: 3.47 0.97 -0.32
I: 4.11 -0.10 1.91
H: -0.21 -1.25 -0.61
H: -1.11 0.00 -1.62
H: -3.21 -0.39 -0.11
H: -1.95 -0.86 1.84
H: -2.25 1.39 0.99
H: 0.23 0.61 -0.64
H: 3.62 -0.26 -1.30

* ΔE to the lowest compared entry with this formula, charge and spin: 42.7 kcal per mole
* Kohn-Sham gap: 7.46 eV
* strongest force on any atom: 5.37 eV Å⁻¹
* HOMO: -0.3261 hartree
* electronic energy: -918.89000 Ha
* lowest unoccupied orbital energy: -0.05174 hartree

Mulliken population analysis, charges in e, atoms 1 to 8: -0.755, 0.481, 0.131, -0.094, 0.244, 0.306, -0.125, -0.098



Computed, not measured: a molecular structure, C18H50N8Na2O12 at a distorted geometry, with ωB97M-V/def2-TZVPD.

Positions of all 90 atoms, in Å:
Na: 25.20 18.48 35.94
Na: 23.53 13.99 35.68
C: 25.79 15.75 36.25
O: 26.36 16.60 36.92
O: 26.11 14.58 36.39
O: 24.88 16.07 35.47
C: 26.34 18.19 33.15
O: 25.85 19.38 33.70
C: 24.58 19.86 33.29
C: 23.30 19.10 33.67
N: 22.93 19.41 35.02
C: 21.92 18.51 35.60
C: 20.94 19.15 36.62
O: 20.45 20.28 36.00
C: 19.34 20.88 36.68
H: 26.50 18.14 32.08
H: 25.86 17.26 33.47
H: 27.39 18.17 33.43
H: 24.59 19.95 32.21
H: 24.50 20.87 33.69
H: 23.46 18.02 33.65
H: 22.43 19.32 33.05
H: 22.44 20.30 35.06
H: 22.47 17.80 36.21
H: 21.28 17.96 34.90
H: 21.42 19.48 37.55
H: 20.16 18.43 36.88
H: 18.42 20.38 36.37
H: 19.26 21.93 36.40
H: 19.44 20.83 37.76
C: 20.14 15.21 35.07
O: 21.21 14.81 35.96
C: 20.74 14.79 37.31
C: 21.95 14.81 38.17
N: 22.70 13.57 38.04
C: 23.99 13.72 38.74
C: 23.78 13.82 40.34
O: 23.15 12.59 40.74
C: 23.41 12.20 42.04
H: 19.70 16.14 35.43
H: 19.38 14.44 35.03
H: 20.54 15.46 34.08
H: 20.09 13.93 37.48
H: 20.23 15.71 37.60
H: 21.60 14.91 39.20
H: 22.55 15.69 37.94
H: 22.25 12.87 38.61
H: 24.50 14.61 38.38
H: 24.63 12.86 38.58
H: 23.46 14.83 40.56
H: 24.77 13.83 40.80
H: 24.39 11.82 42.32
H: 22.76 11.33 42.12
H: 23.21 12.97 42.79
C: 23.49 14.53 32.54
O: 23.19 13.65 33.32
N: 24.30 15.44 32.81
N: 23.21 14.56 31.32
H: 24.56 15.57 33.77
H: 24.36 16.13 32.07
H: 22.75 13.71 31.03
H: 23.72 15.21 30.74
C: 27.85 15.38 39.77
O: 27.98 14.95 40.88
N: 27.74 16.65 39.59
N: 27.72 14.66 38.68
H: 27.40 16.86 38.67
H: 27.66 17.33 40.34
H: 27.25 15.12 37.92
H: 27.83 13.65 38.70
C: 28.92 15.66 34.30
O: 29.72 15.97 33.50
N: 28.96 16.09 35.49
N: 27.98 14.83 34.06
H: 28.12 16.06 36.05
H: 29.81 16.57 35.75
H: 28.11 14.20 33.28
H: 27.27 14.61 34.75
C: 24.56 17.48 39.90
O: 24.12 17.77 38.59
H: 24.83 16.43 39.91
H: 25.43 18.11 40.10
H: 23.77 17.67 40.63
H: 24.77 17.36 38.01
C: 28.98 12.50 36.75
O: 27.63 12.13 36.74
H: 29.64 11.70 36.43
H: 29.10 13.37 36.10
H: 29.21 12.84 37.76
H: 27.08 12.90 36.60

* Kohn-Sham gap: 8.21 eV
* strongest force on any atom: 7.38 eV Å⁻¹
* HOMO: -0.3093 hartree
* electronic energy: -2381.43434 Ha
* lowest unoccupied orbital energy: -0.00757 hartree

Mulliken population analysis, charges in e, atoms 1 to 8: 0.722, 0.718, 1.450, -1.330, -0.598, -0.883, -0.137, -0.403



Computed, not measured: a molecular structure, C27H35F5N4OP2SnTe at a distorted geometry, with ωB97M-V/def2-TZVPD.

Positions of all 76 atoms, in Å:
Sn: -0.49 -2.51 -2.97
C: -0.81 3.62 -0.35
C: -1.51 3.04 -1.34
C: -1.09 2.66 -2.76
C: 0.09 1.66 -2.81
C: 1.43 2.32 -2.98
C: 1.85 3.52 -2.53
C: 1.02 4.60 -1.89
C: 0.53 4.32 -0.45
C: 1.57 -2.69 -2.03
H: -1.19 3.58 0.68
H: -2.33 2.37 -1.01
H: -0.88 3.49 -3.44
H: -1.98 2.14 -3.15
H: 0.03 1.04 -1.91
H: -0.04 0.93 -3.65
H: 2.13 1.72 -3.55
H: 2.92 3.77 -2.53
H: 0.15 4.85 -2.49
H: 1.61 5.53 -1.93
H: 1.28 3.74 0.11
H: 0.46 5.28 0.12
H: 1.29 -3.18 -1.09
H: 2.02 -1.70 -1.80
H: 2.25 -3.35 -2.57
P: 1.31 -1.39 -6.95
P: -2.17 -0.95 -6.87
N: 2.59 -0.22 -7.16
N: 2.17 -2.61 -7.96
N: -2.20 0.77 -7.18
N: -3.81 -1.27 -7.62
C: 0.26 -0.71 -8.30
C: -1.13 -1.36 -8.36
C: 3.57 -0.04 -6.17
C: 4.56 0.81 -6.69
C: 4.18 1.15 -8.03
C: 2.98 0.48 -8.30
C: 2.39 -3.92 -7.54
C: 2.87 -4.68 -8.61
C: 2.94 -3.80 -9.74
C: 2.54 -2.54 -9.31
C: -1.73 1.71 -6.23
C: -1.55 2.94 -6.86
C: -1.92 2.78 -8.24
C: -2.27 1.44 -8.42
C: -4.62 -0.62 -8.55
C: -5.67 -1.46 -8.93
C: -5.52 -2.68 -8.17
C: -4.39 -2.53 -7.39
H: 0.75 -0.82 -9.28
H: 0.17 0.37 -8.09
H: -1.64 -1.07 -9.29
H: -1.05 -2.46 -8.37
H: 3.47 -0.53 -5.22
H: 5.44 1.14 -6.15
H: 4.72 1.79 -8.72
H: 2.39 0.49 -9.22
H: 2.19 -4.18 -6.50
H: 3.12 -5.73 -8.58
H: 3.23 -4.06 -10.74
H: 2.50 -1.60 -9.86
H: -1.58 1.40 -5.21
H: -1.21 3.86 -6.39
H: -1.95 3.55 -9.00
H: -2.54 0.93 -9.33
H: -4.42 0.39 -8.88
H: -6.45 -1.25 -9.66
H: -6.16 -3.55 -8.22
H: -3.92 -3.21 -6.67
F: -2.74 -2.34 1.51
Te: -1.27 -1.73 0.29
F: 0.18 -0.86 -0.82
F: -1.33 -4.11 -3.90
F: -2.44 -0.93 -1.00
F: -1.33 0.12 1.06
O: -1.33 -3.15 -1.04

* Kohn-Sham gap (spin up / spin down): 5.04 / 3.83 eV
* strongest force on any atom: 3.41 eV Å⁻¹
* HOMO (spin up / spin down): -0.3105 / -0.3105 hartree
* electronic energy: -3008.30109 Ha
* lowest unoccupied orbital energy (spin up / spin down): -0.12547 / -0.16976 hartree

Mulliken population analysis, charges in e, atoms 1 to 8: 1.458, -0.413, -0.534, -0.767, 0.990, -0.720, -0.342, -0.968



Computed, not measured: a molecular structure, C3H6N2O2 at a distorted geometry, with ωB97M-V/def2-TZVPD.

Positions of all 13 atoms, in Å:
C: 2.02 0.64 0.75
C: 1.40 -0.37 0.16
C: 0.52 -0.24 -0.99
N: -1.81 0.63 -0.42
N: -1.19 -0.40 -0.14
O: -1.47 -1.40 0.51
O: -3.07 0.76 0.06
H: 2.63 0.50 1.63
H: 1.95 1.64 0.37
H: 1.47 -1.37 0.58
H: 0.46 -1.10 -1.64
H: 0.42 0.73 -1.45
H: -3.34 -0.02 0.58

* ΔE to the lowest compared entry with this formula, charge and spin: 156.1 kcal per mole
* Kohn-Sham gap: 9.59 eV
* strongest force on any atom: 4.12 eV Å⁻¹
* HOMO: -0.3470 hartree
* electronic energy: -377.71050 Ha
* lowest unoccupied orbital energy: 0.00539 hartree

Mulliken population analysis, charges in e, atoms 1 to 8: -0.702, 0.143, -0.531, -0.339, 0.732, -0.696, -0.368, 0.262



Computed, not measured: 2 unconnected molecules or ions with the total composition C6H14N2O2 at a distorted geometry, with ωB97M-V/def2-TZVPD.

Positions of all 24 atoms, in Å:
C: 1.99 0.29 2.07
C: 1.61 1.11 -1.67
C: 1.48 0.89 0.80
O: 0.30 1.25 0.67
N: 2.34 0.89 -0.37
H: 1.33 -0.62 2.16
H: 3.15 0.37 -0.43
H: 2.28 1.15 -2.54
H: 2.96 -0.16 2.11
H: 1.94 1.07 2.97
H: 1.03 0.29 -1.99
H: 1.13 2.14 -1.67
C: -1.97 -1.00 -2.02
C: -1.49 -0.51 1.73
C: -2.25 -0.57 0.47
O: -3.38 -0.34 0.14
N: -1.46 -1.10 -0.66
H: -0.50 -0.82 -0.58
H: -3.11 -1.32 -2.17
H: -0.54 -1.00 1.55
H: -1.87 -0.01 -2.53
H: -1.69 -1.86 -2.61
H: -1.29 0.62 1.88
H: -1.98 -0.76 2.69

* ΔE to the lowest compared entry with this formula, charge and spin: 61.7 kcal per mole
* Kohn-Sham gap: 9.57 eV
* strongest force on any atom: 4.65 eV Å⁻¹
* HOMO: -0.3296 hartree
* electronic energy: -496.95922 Ha
* lowest unoccupied orbital energy: 0.02226 hartree
* SMILES: CNC(C)=O.CNC(C)=O

Mulliken population analysis, charges in e, atoms 1 to 8: -0.832, -0.804, 0.609, -0.551, -0.260, 0.192, 0.252, 0.370